The following is a DFT calculation (ωB97M-V with the def2-TZVPD basis set) of C4H3ClS3 in the gas phase in a non-equilibrium geometry.

Calculated values
DFT total energy (eV): -49224.2515
Charge: 0
ΔE to the lowest compared entry with this formula, charge and spin (kcal per mole): 0.0
SMILES string: Cc1ssc(=S)c1Cl

XYZ file:
```
11
Properties=species:S:1:pos:R:3:lowdin_charge:R:1
C -2.50 1.16 0.12 -0.14
C -1.31 0.26 0.01 -0.70
S -1.64 -1.48 -0.02 0.66
S 0.41 -1.93 -0.04 0.63
C 1.00 -0.30 -0.04 -1.29
S 2.57 -0.09 0.09 0.67
C -0.05 0.66 -0.04 -0.77
Cl 0.24 2.42 -0.08 0.67
H -3.48 0.53 0.29 0.11
H -2.32 1.87 0.99 0.10
H -2.65 1.81 -0.68 0.05
```


The following is a DFT calculation (ωB97M-V with the def2-TZVPD basis set) of CH3PS4 in the gas phase in a non-equilibrium geometry.

Calculated values
DFT total energy (eV): -53713.2513
Charge: 0
ΔE to the lowest compared entry with this formula, charge and spin (kcal per mole): 61.3

XYZ file:
```
9
Properties=species:S:1:pos:R:3:lowdin_charge:R:1
C -0.88 -0.50 0.67 -0.81
P -0.63 1.23 0.17 0.49
S -0.61 -2.09 -0.60 0.18
S -0.82 -3.92 -0.06 0.07
S 1.77 3.02 -0.62 0.17
S 1.43 1.15 0.16 0.02
H -0.21 -0.94 1.49 0.04
H -1.86 -0.78 0.85 -0.05
H 1.81 2.83 -2.05 -0.12
```


The following is a DFT calculation (ωB97M-V with the def2-TZVPD basis set) of C3H4N2O3 in the gas phase in a non-equilibrium geometry.

Calculated values
DFT total energy (eV): -12290.7552
Charge: 0
ΔE to the lowest compared entry with this formula, charge and spin (kcal per mole): 190.0
SMILES string: O/N=c1\ccn(O)o1

XYZ file:
```
12
Properties=species:S:1:pos:R:3:lowdin_charge:R:1
O -1.46 -2.48 0.91 -0.14
N -1.77 -1.24 0.19 0.03
C -0.75 -0.55 -0.06 -0.31
C 0.67 -0.58 0.48 0.00
C 1.23 0.58 0.25 -0.03
N 0.29 1.36 -0.61 -0.18
O 1.09 2.00 -1.64 -0.08
O -0.81 0.56 -0.96 0.03
H -2.55 -2.57 1.23 0.21
H 0.94 -1.49 1.04 0.12
H 1.92 1.31 0.77 0.16
H 1.20 3.09 -1.60 0.20
```